{
  "formula": "C24H19AsMoO4S5SbSe",
  "method": "ωB97M-V with the def2-TZVPD basis set",
  "elements": ["Sb", "Mo", "Se", "As", "S", "S", "S", "S", "S", "O", "O", "O", "O", "C", "C", "C", "C", "C", "C", "C", "C", "C", "C", "C", "C", "C", "C", "C", "C", "C", "C", "C", "C", "C", "C", "C", "C", "H", "H", "H", "H", "H", "H", "H", "H", "H", "H", "H", "H", "H", "H", "H", "H", "H", "H", "H"],
  "positions_angstrom": [[-0.5108, 1.8347, 2.8161], [0.1674, 0.0148, -0.0351], [-0.0676, 1.9387, -2.9903], [2.6958, 0.1000, -0.8015], [0.0592, -1.5244, 1.8051], [-1.2147, 4.1002, 2.6933], [0.7149, -2.0716, -1.1364], [1.2585, 1.7615, 1.1678], [-1.7585, 0.9510, 0.9519], [-0.3096, 0.4791, -1.6618], [-0.1189, 1.0761, -4.3321], [-1.3150, 2.8482, -2.5890], [1.3906, 2.3900, -2.4832], [1.8108, -3.4210, 2.6231], [2.5798, -0.6617, -2.5507], [4.0814, -0.7335, 1.5632], [5.2796, 1.1866, -0.9652], [3.0531, -0.9214, -4.8725], [3.3097, -0.2883, -3.6639], [6.2769, 2.1459, -1.0539], [0.1420, -4.2024, 1.0719], [2.0764, -1.9041, -4.9468], [3.6127, 2.9229, -0.8063], [4.6187, 3.8751, -0.8793], [5.2112, -2.8315, 1.8773], [5.9458, 3.4920, -1.0050], [0.6606, -5.4843, 1.1727], [1.5771, -1.6243, -2.6234], [1.3341, -2.2643, -3.8293], [0.7331, -3.1649, 1.7827], [3.6815, -1.1476, 0.2976], [4.8028, -3.2446, 0.6176], [4.0378, -2.4030, -0.1778], [3.9460, 1.5753, -0.8451], [1.7512, -5.7402, 1.9924], [2.3178, -4.7074, 2.7244], [4.8482, -1.5786, 2.3519], [5.0790, -4.2241, 0.2498], [5.5485, 0.1368, -0.9860], [-0.7298, -4.0169, 0.4582], [4.3562, 4.9240, -0.8462], [2.2532, -2.6111, 3.1876], [6.7222, 4.2432, -1.0660], [2.5820, 3.2324, -0.7404], [3.8060, 0.2503, 1.9270], [0.1991, -6.2880, 0.6141], [4.0495, 0.4996, -3.5937], [3.1608, -4.8985, 3.3760], [3.7284, -2.7235, -1.1650], [3.6002, -0.6329, -5.7593], [7.3092, 1.8379, -1.1537], [2.1480, -6.7439, 2.0697], [5.1658, -1.2543, 3.3344], [1.8693, -2.3828, -5.8947], [0.5563, -3.0127, -3.9011], [5.8108, -3.4897, 2.4928]],
  "nbo_charge": [0.959, 0.510, 2.709, 1.319, 0.025, -0.273, 0.062, -0.410, -0.347, -0.722, -0.949, -0.939, -1.016, -0.241, -0.425, -0.209, -0.230, -0.223, -0.114, -0.218, -0.212, -0.167, -0.210, -0.197, -0.201, -0.188, -0.204, -0.163, -0.205, -0.166, -0.381, -0.209, -0.148, -0.260, -0.232, -0.144, -0.213, 0.220, 0.224, 0.229, 0.221, 0.225, 0.218, 0.256, 0.232, 0.218, 0.222, 0.205, 0.222, 0.221, 0.220, 0.215, 0.220, 0.221, 0.227, 0.218],
  "e_above_lowest_kcal_mol": 50.9,
  "homo_ev": [-8.50, -8.53],
  "orbital_gap_ev": [6.483, 5.693],
  "multiplicity": 2
}

{
  "formula": "C24H19BrN4O6V",
  "method": "ωB97M-V with the def2-TZVPD basis set",
  "elements": ["Br", "V", "O", "O", "O", "O", "O", "O", "N", "N", "N", "N", "C", "C", "C", "C", "C", "C", "C", "C", "C", "C", "C", "C", "C", "C", "C", "C", "C", "C", "C", "C", "C", "C", "C", "C", "H", "H", "H", "H", "H", "H", "H", "H", "H", "H", "H", "H", "H", "H", "H", "H", "H", "H", "H"],
  "positions_angstrom": [[0.2071, -0.3793, -6.9667], [-0.3213, 0.1302, -0.0911], [-0.5134, 2.3004, -0.0882], [2.9410, 0.8092, -0.1275], [-2.2857, 1.0097, -0.2406], [-3.0400, 7.9743, 0.6591], [2.0524, -1.1652, 0.2228], [-1.0799, 7.1096, 0.4538], [-0.1943, -0.0420, -2.3476], [-0.4822, -0.0202, 2.0414], [-2.2918, 7.0295, 0.4901], [-1.1944, -1.7520, 0.1931], [-2.8405, -3.9286, 0.6830], [-1.1916, -1.3827, 3.8481], [2.6674, 2.1796, -0.3673], [-4.0273, 3.2109, 0.1613], [-2.4293, -3.6348, -0.6020], [-2.4038, -3.1174, 1.7178], [0.9675, -0.8614, -4.2659], [-1.6094, -2.5393, -0.8027], [0.0455, -0.2398, -5.0882], [-0.9957, 0.4823, -4.5351], [-4.8361, 4.3238, 0.3363], [-2.6473, 3.3495, 0.0950], [-1.0761, 0.5513, -3.1550], [-0.7078, -0.4505, 4.7513], [-2.8908, 5.7035, 0.3763], [-2.0681, 4.6053, 0.2037], [0.8113, -0.7316, -2.8964], [-4.2705, 5.5824, 0.4455], [-0.1171, 0.7051, 4.2739], [-1.7641, 2.1550, -0.0922], [-0.0202, 0.8812, 2.9060], [1.8372, 0.0255, 0.0173], [-1.0694, -1.1317, 2.4927], [-1.5709, -2.0503, 1.4346], [-1.2749, -2.2717, -1.7942], [-3.4878, -4.7725, 0.8785], [-1.6405, -2.2989, 4.2027], [1.9672, 2.3031, -1.1951], [2.2372, 2.6581, 0.5163], [-0.7871, -0.6288, 5.8151], [-4.8711, 6.4696, 0.5813], [-0.9952, 4.7178, 0.1531], [1.7916, -1.4261, -4.6767], [-1.7246, 0.9787, -5.1590], [0.4432, 1.7560, 2.4689], [-2.7140, -3.3109, 2.7337], [-1.8782, 1.0920, -2.6690], [-4.4480, 2.2178, 0.0729], [-2.7367, -4.2404, -1.4427], [1.5116, -1.1866, -2.2051], [-5.9105, 4.2113, 0.3876], [3.6186, 2.6481, -0.6088], [0.2720, 1.4544, 4.9484]],
  "nbo_charge": [0.090, 1.089, -0.704, -0.547, -0.734, -0.380, -0.671, -0.370, -0.485, -0.464, 0.517, -0.464, -0.164, -0.215, -0.242, -0.133, -0.240, -0.208, -0.280, 0.068, -0.036, -0.272, -0.219, -0.163, 0.066, -0.154, 0.075, -0.159, 0.074, -0.194, -0.241, 0.749, 0.080, 0.355, 0.176, 0.169, 0.205, 0.223, 0.219, 0.177, 0.171, 0.223, 0.250, 0.269, 0.243, 0.239, 0.220, 0.220, 0.223, 0.239, 0.227, 0.247, 0.223, 0.186, 0.229],
  "e_above_lowest_kcal_mol": 5.3,
  "homo_ev": [-5.94, -7.19],
  "orbital_gap_ev": [5.525, 6.767],
  "multiplicity": 4
}

{
  "formula": "C24H19Cl2N5O6Pd",
  "method": "ωB97M-V with the def2-TZVPD basis set",
  "elements": ["Pd", "Cl", "Cl", "O", "O", "O", "O", "O", "O", "N", "N", "N", "N", "N", "C", "C", "C", "C", "C", "C", "C", "C", "C", "C", "C", "C", "C", "C", "C", "C", "C", "C", "C", "C", "C", "C", "C", "C", "H", "H", "H", "H", "H", "H", "H", "H", "H", "H", "H", "H", "H", "H", "H", "H", "H", "H", "H"],
  "positions_angstrom": [[0.2054, -1.7113, 0.7625], [0.1184, 5.3695, 1.3233], [-3.1824, 4.3044, -2.8118], [0.6675, -2.6545, 2.5667], [1.0737, 0.3790, 0.5777], [-0.8569, -0.0991, -0.3590], [5.6469, -5.3399, 1.0464], [4.5016, -5.1471, 2.9385], [2.1559, -3.9667, 3.5882], [2.7186, -3.1230, -0.7987], [-0.5940, 4.8728, -1.5817], [-2.5360, -2.1935, -1.1232], [-1.4813, -3.3236, 0.5746], [1.9087, -2.8970, 0.2419], [0.5922, 4.2516, -1.6117], [-3.8116, 4.7765, 1.0931], [3.7804, -3.8596, -0.4368], [3.6677, -4.1188, 0.9157], [2.4736, -3.4860, 1.2942], [-2.3869, -5.4348, 1.2819], [-2.5350, 5.0070, 1.5846], [1.5966, 4.8899, -2.4088], [-3.3445, -5.4291, 0.2768], [3.1848, 3.2897, -1.6545], [-1.6556, 4.7761, -0.6463], [0.0453, 0.7543, -0.0227], [-0.2243, 2.2208, -0.2794], [-2.4595, -3.2779, -0.3825], [0.8850, 3.0236, -0.9216], [-3.3928, -4.3483, -0.5691], [2.8745, 4.4253, -2.4185], [2.1942, 2.6008, -0.9459], [-1.4583, 5.0163, 0.7169], [1.7495, -3.3706, 2.6093], [-4.0287, 4.5592, -0.2583], [-1.4689, -4.3521, 1.3833], [-2.9494, 4.5630, -1.1224], [4.6966, -4.9290, 1.6527], [-4.1291, -4.2746, -1.3591], [-4.6520, 4.7837, 1.7735], [-0.7106, -4.3356, 2.1582], [-1.9244, -1.3805, -0.9579], [-2.3099, -6.2510, 1.9871], [-5.0240, 4.3979, -0.6471], [4.2018, 2.9219, -1.6285], [-4.0414, -6.2485, 0.1678], [-0.4446, 2.6415, 0.7077], [-3.2481, -2.1200, -1.8371], [-0.7249, 5.5943, -2.2840], [1.3275, 5.7855, -2.9561], [-1.1351, 2.2943, -0.8723], [3.6645, -4.7453, 3.2745], [3.6384, 4.9328, -2.9899], [2.4976, -2.7634, -1.7122], [-2.3703, 5.2041, 2.6344], [4.5490, -4.1617, -1.1290], [2.4649, 1.7065, -0.4053]],
  "nbo_charge": [1.257, 0.066, 0.059, -0.743, -0.677, -0.823, -0.550, -0.650, -0.597, -0.304, -0.404, -0.577, -0.497, -0.343, 0.249, -0.131, 0.050, -0.230, 0.057, -0.089, -0.225, -0.156, -0.174, -0.070, 0.008, 0.820, -0.563, 0.413, 0.013, -0.131, -0.198, -0.153, -0.022, 0.754, -0.225, 0.145, -0.015, 0.778, 0.252, 0.247, 0.268, 0.471, 0.265, 0.254, 0.242, 0.271, 0.278, 0.429, 0.434, 0.237, 0.251, 0.513, 0.257, 0.427, 0.257, 0.270, 0.256],
  "e_above_lowest_kcal_mol": 0.0,
  "homo_ev": [-14.07, -14.11],
  "orbital_gap_ev": [8.134, 4.602],
  "multiplicity": 5,
  "charge": 2
}

{
  "formula": "C24H19Cl5MgNO3",
  "method": "ωB97M-V with the def2-TZVPD basis set",
  "elements": ["Cl", "Cl", "Cl", "Cl", "Cl", "Mg", "O", "O", "O", "N", "C", "C", "C", "C", "C", "C", "C", "C", "C", "C", "C", "C", "C", "C", "C", "C", "C", "C", "C", "C", "C", "C", "C", "C", "H", "H", "H", "H", "H", "H", "H", "H", "H", "H", "H", "H", "H", "H", "H", "H", "H", "H", "H"],
  "positions_angstrom": [[1.6180, -1.6416, -6.5874], [6.5504, -0.9828, -4.5352], [0.4154, 0.2371, -4.3641], [4.6208, -2.0311, -6.7897], [5.1039, -0.0781, -1.6863], [0.4015, -0.0088, -1.9013], [-0.1080, -1.8864, -1.1973], [-3.1571, 1.4933, -0.4785], [2.2783, 0.2428, -1.9644], [-1.4122, 0.0459, -1.0715], [2.5967, 0.1082, 1.5233], [2.0774, -0.4273, -4.2643], [2.8049, -0.2249, -3.1116], [-0.4085, 2.3355, 1.8460], [1.2871, 0.7659, 1.9254], [1.5238, 2.6212, 0.1353], [-3.3471, -0.8596, -0.0827], [4.2747, -0.3765, -3.1318], [4.0159, -1.2349, -5.4159], [-3.9765, -3.3739, 0.8674], [-1.1645, 3.4920, 1.4422], [2.6321, -1.0514, -5.3684], [0.8593, 2.0246, 1.3327], [-0.7965, 1.3067, 2.7870], [0.2827, -0.8181, 3.6823], [0.3140, 0.4266, 2.9010], [-2.0776, 1.1865, 3.5936], [-2.4484, -1.9151, -0.2486], [-2.6123, 0.3696, -0.5642], [-4.5611, -1.0284, 0.4966], [4.8781, -0.8460, -4.3517], [-4.8362, -2.2766, 1.0806], [-1.2298, -1.3600, -0.8191], [-2.6786, -3.1579, 0.3310], [-0.5364, 4.4115, 1.3006], [-5.7660, -2.4496, 1.6005], [-1.5485, 3.4756, 0.4140], [0.7688, 3.1538, -0.3671], [3.4971, 0.7068, 1.7248], [-1.9926, 0.6353, 4.5223], [1.2602, -1.2480, 3.5234], [-1.9954, 3.6956, 2.0691], [-2.7974, 0.6591, 2.9924], [0.1328, -0.4414, 4.7663], [2.4300, 3.2144, 0.4475], [-2.5321, 2.1948, 3.6963], [1.9189, 1.9050, -0.5775], [-5.3211, -0.2156, 0.4808], [-0.5012, -1.5696, 3.3834], [-4.2001, -4.3264, 1.3691], [-1.9082, -3.9802, 0.1650], [2.6274, -0.0865, 0.3992], [2.7434, -0.8114, 2.0799]],
  "nbo_charge": [0.065, 0.075, -0.036, 0.044, 0.104, 1.780, -0.744, -0.563, -0.905, -0.840, -0.633, -0.147, 0.319, -0.125, -0.141, -0.651, -0.073, -0.120, -0.142, -0.224, -0.619, -0.075, -0.141, -0.142, -0.624, -0.128, -0.625, -0.177, 0.650, -0.176, -0.077, -0.177, 0.661, -0.144, 0.180, 0.212, 0.192, 0.197, 0.181, 0.194, 0.199, 0.196, 0.181, 0.186, 0.187, 0.194, 0.201, 0.238, 0.176, 0.215, 0.234, 0.198, 0.191],
  "e_above_lowest_kcal_mol": 97.6,
  "homo_ev": -2.11,
  "orbital_gap_ev": 3.733,
  "charge": -1
}